Entry w
DFT (ωB97M-V with the def2-TZVPD basis set) results for a 11-piece molecular cluster, C22H66O11S11 overall.

Structure (ORCA input):
```
! wB97M-V def2-TZVPD RIJCOSX def2/J DEFGRID3
* xyz 0 1
H 9.255 12.880 13.941
S 17.449 8.908 16.282
H 10.233 13.816 15.835
S 10.495 11.667 12.373
O 13.677 15.830 12.280
H 14.125 7.442 17.345
C 6.135 13.950 17.615
O 14.166 11.948 20.189
C 13.848 7.951 16.444
H 18.071 16.888 16.151
C 17.665 16.166 16.918
C 15.852 17.510 13.683
H 16.788 13.003 19.514
H 16.303 9.926 10.029
H 13.538 12.505 15.168
H 6.516 14.849 17.100
S 12.711 14.702 11.923
C 8.719 13.732 18.675
C 16.545 13.149 20.581
O 7.866 16.437 16.351
H 13.542 8.191 12.367
H 8.928 13.424 12.323
C 14.258 8.765 12.964
C 9.625 16.949 14.419
C 19.349 14.431 16.005
H 19.846 14.629 16.906
H 16.636 11.192 16.394
H 5.413 13.432 16.938
H 16.921 14.129 20.950
H 13.307 12.448 11.300
H 14.045 13.091 12.728
S 14.967 10.092 11.985
H 13.642 9.188 13.742
O 17.116 8.487 14.878
O 10.272 11.451 10.884
C 17.604 10.692 16.208
H 16.674 16.552 16.947
H 16.039 18.488 14.164
H 18.251 11.047 17.006
H 19.725 13.457 15.571
C 15.743 9.187 10.667
C 10.000 18.000 16.940
H 17.699 15.566 11.249
H 13.485 7.159 15.767
H 5.735 14.201 18.620
H 11.871 13.999 9.576
H 15.014 8.647 10.004
H 9.419 18.902 16.989
H 10.667 17.097 14.300
H 9.128 9.733 12.843
C 16.916 15.731 11.989
O 16.066 10.629 12.763
H 15.019 8.143 13.375
H 15.444 16.790 14.413
S 9.349 16.534 16.198
H 19.628 15.185 15.233
H 11.449 14.753 14.805
H 16.459 8.503 11.110
O 7.955 12.312 16.465
O 12.703 15.650 16.785
H 12.981 9.534 18.815
H 9.926 10.374 14.207
H 9.052 17.847 14.246
H 19.711 9.040 15.739
H 14.043 14.188 14.789
S 17.565 14.531 16.286
H 10.878 9.419 13.134
H 16.759 12.304 21.282
H 14.657 13.650 11.197
H 10.174 17.644 17.953
C 19.188 8.583 16.547
H 15.156 15.235 19.326
O 17.212 13.571 17.379
H 11.021 18.215 16.609
H 14.481 13.917 18.483
H 16.820 14.859 12.608
H 11.474 13.033 14.869
H 8.294 11.831 13.008
C 9.045 12.554 12.922
H 9.369 16.160 13.683
H 19.551 8.992 17.495
H 19.363 7.487 16.519
S 17.411 17.208 12.788
O 12.245 9.740 15.293
C 13.774 13.288 11.721
H 8.257 14.116 19.540
C 12.278 14.931 10.048
H 12.360 10.968 17.997
H 9.009 14.531 17.972
C 10.069 10.145 13.193
H 14.052 10.380 17.652
H 14.758 13.392 16.287
S 14.699 13.224 20.713
C 11.269 13.944 15.429
S 12.497 14.172 16.588
H 17.892 10.941 15.275
S 7.452 12.740 17.787
S 12.405 9.024 16.622
H 18.031 16.244 17.946
C 14.358 14.460 19.399
H 11.605 15.750 10.027
H 9.538 13.034 19.006
H 14.646 8.460 15.947
H 13.275 15.103 9.675
C 13.868 13.502 15.597
O 18.518 16.900 13.759
C 13.015 10.130 17.900
H 15.929 16.031 11.598
H 13.379 14.928 19.189
H 14.986 17.654 13.008
*
```

The LUMO energy is 0.422 eV. The value obtained for the orbital gap is 8.93 eV.

Here are the Löwdin charges for atoms 1 to 6, given in e:
1 H 0.026
2 S 0.814
3 H 0.050
4 S 0.799
5 O -0.586
6 H 0.053

***

Entry x
DFT (ωB97M-V with the def2-TZVPD basis set) results for a 11-piece molecular cluster, C22H66O11S11 overall.

Structure (ORCA input):
```
! wB97M-V def2-TZVPD RIJCOSX def2/J DEFGRID3
* xyz 0 1
C -0.391 -2.184 -0.897
H -2.132 -4.624 1.819
H 1.626 3.646 3.198
S -1.838 -1.206 -1.144
H 2.261 3.692 1.583
O -0.574 3.153 -3.549
O 3.276 4.610 -0.573
H -3.564 2.113 -4.026
H 5.785 -0.582 -0.745
H 1.821 -3.048 1.266
H -3.404 0.680 5.001
H -0.793 4.732 -0.507
H -3.410 2.973 -5.612
H -2.260 -4.040 3.537
H -0.646 -3.288 -1.131
S -1.227 0.636 3.825
H 3.501 -2.374 1.163
H -4.518 -7.103 -1.101
C -1.538 -0.964 4.594
H -3.113 -5.813 -2.743
H -5.328 -1.741 -1.435
O -7.364 0.845 -0.054
H 7.338 -0.299 -1.515
O -0.021 1.196 4.486
H 0.207 -6.638 4.290
H -2.545 -1.199 4.382
S 0.273 4.796 1.705
H -6.363 -2.187 -0.033
H -3.157 3.848 -4.097
H -3.232 2.083 3.983
H 2.980 2.295 -1.626
C 2.838 0.927 -4.209
H -1.536 -0.873 5.699
C -1.641 -4.012 2.598
H -7.043 -1.391 -1.582
H 1.818 -1.865 4.205
C -2.665 1.398 4.624
C 6.646 0.124 -0.726
H 3.032 0.172 -5.015
H -2.294 2.027 5.444
C 2.443 -2.152 1.042
H 1.651 7.403 -0.429
H 2.122 1.673 -4.515
O 0.501 -3.764 4.080
S 1.991 -0.790 2.138
H 1.773 1.319 -0.746
H -0.611 0.221 -4.511
H 3.330 7.057 0.060
C 2.662 7.157 -0.787
O -2.843 -1.674 -0.118
H 3.632 -2.008 3.383
H 3.576 6.582 -3.488
H -0.817 3.120 0.145
H -4.399 -0.426 1.371
H -5.448 1.043 1.723
O 1.133 -0.443 -2.772
H -4.036 -7.433 0.610
H 3.849 1.307 -3.959
H 2.042 -1.748 0.075
S -6.031 0.290 -0.309
C -0.189 4.019 0.064
S -2.254 -6.246 -0.467
H -0.018 -2.044 0.097
H -1.924 0.669 -3.419
H -0.294 0.665 -1.155
H 0.389 -1.840 -1.581
C 3.947 5.908 -2.756
O 2.803 0.412 1.684
H -1.343 -6.009 4.315
S 2.486 0.160 -2.645
H -0.714 -6.940 2.758
H -1.871 -7.220 -2.604
C -1.201 0.378 -0.577
C -5.376 0.050 1.344
H -3.227 -8.359 -0.691
H 7.115 0.251 0.263
C -2.979 2.884 -4.573
H -2.287 0.392 -5.158
H 4.179 1.291 0.199
S 0.070 -4.633 2.958
C -1.555 0.772 -4.450
C -2.217 -6.232 -2.285
H -1.398 -5.505 -2.526
O 0.956 6.141 1.336
H 1.017 2.495 1.986
C 2.094 1.682 -1.732
H 5.429 2.302 1.045
H -0.813 0.276 0.441
C 1.391 3.516 2.168
S -1.244 2.544 -4.763
H -1.987 1.132 -0.695
S 2.692 5.545 -1.621
H 4.818 6.274 -2.357
H 4.591 3.067 -0.187
H -1.446 -3.000 2.266
C -6.225 -1.496 -0.871
O -1.067 -7.005 -0.026
C 4.943 2.062 0.059
C -0.546 -6.254 3.637
H -6.169 -0.484 1.921
S 6.098 1.720 -1.251
H -0.786 -1.679 4.322
O 5.415 1.499 -2.530
H 1.235 2.158 -2.220
C -3.647 -7.404 -0.454
C 2.713 -1.388 3.688
H 4.225 4.955 -3.294
H 0.734 3.844 -0.453
H 3.002 -0.494 4.235
H 3.112 7.924 -1.520
*
```

The LUMO energy is 0.198 eV. The value obtained for the orbital gap is 8.48 eV.

Here are the Löwdin charges for atoms 1 to 6, given in e:
1 C -0.273
2 H 0.017
3 H 0.043
4 S 0.814
5 H 0.028
6 O -0.573

***

Entry y
DFT (ωB97M-V with the def2-TZVPD basis set) results for a 11-piece molecular cluster, C22H66O11S11 overall.

Structure (ORCA input):
```
! wB97M-V def2-TZVPD RIJCOSX def2/J DEFGRID3
* xyz 0 1
H -0.303 1.955 -4.084
H -1.935 2.026 3.097
H -1.949 4.148 -1.774
H 2.099 1.562 -1.682
H 3.803 -0.761 -0.337
S 4.543 1.107 -1.762
S -1.744 -4.682 1.696
C -4.039 1.266 4.795
C 0.785 4.624 0.999
H 0.344 1.129 0.922
H 2.954 -4.447 -0.038
C 3.947 -0.560 -1.398
H 1.165 -5.647 -1.704
H -0.671 -1.404 1.434
O 4.697 1.248 -3.246
O -2.629 -5.761 2.263
H 0.266 -6.039 1.941
S -2.777 2.476 5.287
H -1.353 0.975 1.337
C -1.774 -0.614 -7.333
H 1.350 4.436 0.085
H -1.874 0.250 -7.985
O 2.010 -2.757 2.095
H -3.191 3.150 3.005
H 0.754 -1.337 0.414
H -1.885 2.565 -2.481
H 0.456 3.724 1.517
C 0.757 -5.474 -2.697
C -0.293 -5.595 1.122
C -4.198 -1.083 1.730
S 2.210 1.861 3.849
H 4.461 2.638 3.254
H -6.273 1.739 0.563
O -3.633 1.444 0.911
H -0.582 -6.327 0.367
H -4.597 -2.001 1.300
C 1.104 -2.785 -2.561
H 4.435 -5.037 0.706
H -2.333 -2.075 -5.074
H -1.792 4.030 -3.611
O -2.438 0.845 -5.138
C 2.992 1.956 -1.195
H -1.706 -3.372 3.737
H 0.016 -2.797 -2.597
H -6.903 0.029 0.648
H -0.160 -3.168 2.901
H 1.463 2.044 -3.886
H -0.532 -4.668 3.722
H -6.299 1.008 2.048
H 4.600 -2.354 2.644
S 2.927 -3.938 2.270
H 0.873 -6.367 -3.314
H -3.564 0.356 4.405
C -0.966 -3.871 3.112
C -0.317 -1.564 0.416
S 0.240 3.609 -2.454
H 2.495 0.311 1.995
H -0.901 2.020 -0.005
H 4.042 -3.080 4.171
S -0.945 -0.249 -0.667
O 0.103 0.012 -1.712
H 1.384 -1.843 -3.030
H 2.173 -0.540 3.607
S -0.725 5.505 0.430
H -0.434 -2.601 0.118
H 3.046 -0.814 -1.957
H 5.207 -4.001 3.150
H 0.502 3.260 -4.850
S -4.499 0.273 0.526
H -3.123 -1.256 1.769
C 2.645 0.281 3.074
O 1.155 -4.026 -4.884
C 3.431 2.852 2.949
H 1.485 -2.778 -1.539
H 4.266 -3.300 0.299
C 0.549 2.624 -3.966
O -3.594 3.606 5.833
O 0.721 5.021 -2.677
S 1.770 -4.195 -3.530
H -1.528 3.662 3.598
H 0.331 -4.934 0.508
C 4.389 -3.288 3.162
H -1.016 -1.293 -7.719
H -0.297 -5.211 -2.752
H 2.968 1.835 -0.117
H -1.285 -1.420 -3.762
H -4.527 1.637 3.890
H 3.714 0.051 3.180
H -0.558 -2.194 -5.137
C 3.751 -4.189 0.659
H 3.274 3.919 3.076
O 0.861 2.244 3.307
H -4.607 -0.743 2.674
C -0.663 1.089 0.504
H 1.360 5.181 1.739
H 0.774 7.460 0.810
C -2.315 2.916 3.609
C -1.580 3.600 -2.638
H 3.053 2.978 -1.570
H -0.622 7.810 -0.173
H 4.744 -1.212 -1.766
H -4.724 1.000 5.591
C 0.131 7.048 0.030
S -1.314 0.038 -5.704
C -1.401 -1.565 -4.834
O -1.539 5.724 1.663
H 3.461 2.577 1.891
H 0.742 6.906 -0.863
H -2.706 -1.161 -7.194
C -6.160 0.740 0.995
*
```

The LUMO energy is -0.364 eV. The value obtained for the orbital gap is 7.97 eV.

Here are the Löwdin charges for atoms 1 to 6, given in e:
1 H -0.010
2 H 0.024
3 H 0.013
4 H 0.006
5 H 0.038
6 S 0.827

***

Going by the energies, entry y is most stable and the next is 54.7 kJ/mol up.

***

Entry w
DFT (ωB97M-V with the def2-TZVPD basis set) results for C4H5ClS in the gas phase.

Structure (ORCA input):
```
! wB97M-V def2-TZVPD RIJCOSX def2/J DEFGRID3
* xyz 0 1
H 1.758 0.486 0.258
H 0.914 -1.175 -1.161
C 0.927 0.878 -0.361
H 1.236 1.608 -1.050
S -0.361 1.710 0.645
H -0.488 -0.108 -1.552
H -1.604 0.070 1.995
C 0.256 -0.379 -0.890
C -0.845 0.124 1.199
Cl -1.288 -2.373 0.557
C -0.505 -0.842 0.360
*
```

The LUMO energy is 0.836 eV. Its SMILES is ClC1=CSCC1. The value obtained for the orbital gap is 9.06 eV.

Here are the Löwdin charges for atoms 1 to 6, given in e:
1 H 0.099
2 H 0.107
3 C -0.446
4 H 0.050
5 S 0.875
6 H 0.088

***

Entry x
DFT (ωB97M-V with the def2-TZVPD basis set) results for C4H5ClS in the gas phase.

Structure (ORCA input):
```
! wB97M-V def2-TZVPD RIJCOSX def2/J DEFGRID3
* xyz 0 1
C -0.371 -1.518 0.172
C -0.476 0.402 -1.276
S -1.613 -2.405 -0.446
H -1.069 -0.205 -1.954
H 1.641 0.190 1.295
H 0.256 -1.915 0.896
H 0.128 1.120 1.826
C -0.072 -0.075 -0.082
C 0.692 0.719 0.932
Cl -0.232 2.079 -1.787
H 1.115 1.608 0.424
*
```

The LUMO energy is -0.926 eV. Its SMILES is C/C(C=S)=C\Cl. The value obtained for the orbital gap is 8.03 eV.

Here are the Löwdin charges for atoms 1 to 6, given in e:
1 C -0.586
2 C -0.483
3 S 0.678
4 H 0.046
5 H 0.104
6 H 0.021

***

Going by the energies, entry w is most stable and the next is 47.8 kJ/mol up.

***

Entry w
DFT (ωB97M-V with the def2-TZVPD basis set) results for a 3-piece molecular cluster, CH9N3O2 overall.

Structure (ORCA input):
```
! wB97M-V def2-TZVPD RIJCOSX def2/J DEFGRID3
* xyz 0 1
N -0.197 -1.118 0.411
H 1.773 -1.072 -0.922
O 1.734 1.762 -1.087
H -2.358 -1.477 1.755
H 2.689 1.682 -0.998
H 1.491 -1.576 -2.351
N -0.805 1.158 0.797
H 0.051 1.362 0.298
H -0.733 -1.880 0.022
H -2.630 0.164 2.007
O 2.051 -0.969 -1.849
H -1.494 1.852 0.994
H 1.574 0.852 -1.391
N -2.198 -0.541 1.431
C -0.948 -0.199 0.883
*
```

The LUMO energy is 0.812 eV. Its SMILES is N=C(N)N.O.O. The value obtained for the orbital gap is 9.68 eV.

Here are the Löwdin charges for atoms 1 to 6, given in e:
1 N 0.067
2 H 0.012
3 O -0.078
4 H 0.083
5 H 0.041
6 H 0.050

***

Entry x
DFT (ωB97M-V with the def2-TZVPD basis set) results for a 3-piece molecular cluster, CH9N3O2 overall.

Structure (ORCA input):
```
! wB97M-V def2-TZVPD RIJCOSX def2/J DEFGRID3
* xyz 0 1
O 2.168 -0.079 1.213
N -1.687 -0.011 -0.324
H 1.644 -0.039 0.384
H -1.598 2.311 -1.515
H 0.904 -1.770 1.305
N -0.722 1.878 -1.258
H -0.233 -2.411 2.166
H 2.628 0.755 1.305
N 0.529 -0.088 -1.150
O 0.405 -2.578 1.474
H -2.327 0.747 -0.124
H 0.257 -1.065 -1.267
H 0.042 2.372 -1.671
H -1.413 -0.545 0.477
C -0.596 0.523 -1.016
*
```

The LUMO energy is 0.569 eV. Its SMILES is N=C(N)N.O.O. The value obtained for the orbital gap is 9.93 eV.

Here are the Löwdin charges for atoms 1 to 6, given in e:
1 O -0.086
2 N 0.117
3 H -0.022
4 H 0.095
5 H -0.013
6 N 0.117

***

Going by the energies, entry w is most stable and the next is 8.6 kJ/mol up.